[1]
Computed, not measured: C13H22BrMgN5O2S as an isolated structure, with wB97M-V/def2-TZVPD.

The geometry in XYZ format:
```
45
Properties=species:S:1:pos:R:3
Mg 0.67640 -0.14182 0.12101
O 6.35880 -1.61533 1.87430
C 5.19001 -1.34435 1.31579
C 4.98724 -1.23610 -0.06377
C 3.72560 -0.96094 -0.52414
N 2.66452 -0.78892 0.29316
C 2.91073 -0.90060 1.60457
Br 1.34234 -0.62429 2.66517
C 4.11029 -1.16580 2.19176
H 7.05768 -1.74786 1.22029
H 5.79861 -1.37549 -0.76571
H 3.53271 -0.88635 -1.58623
H 4.23969 -1.24532 3.26107
C -1.66301 -2.17730 0.24425
N -1.33218 -0.72450 -0.04383
C -1.91286 -0.41065 -1.40963
N -3.32470 -0.67012 -1.46776
C -3.56420 -2.08795 -1.15970
N -3.07602 -2.42719 0.18187
C -3.76225 -1.58074 1.16314
N -3.52726 -0.15334 0.89243
C -2.11528 0.10475 0.95823
C -4.00708 0.14978 -0.46187
H -1.28027 -2.41397 1.23938
H -1.14117 -2.78891 -0.49398
H -1.39147 -1.03015 -2.14233
H -1.71512 0.64221 -1.62132
H -3.05917 -2.71002 -1.89915
H -4.63303 -2.28618 -1.21119
H -3.40655 -1.82202 2.16552
H -4.83166 -1.77754 1.11847
H -1.74550 -0.14228 1.95660
H -1.91505 1.15908 0.74990
H -3.83694 1.20594 -0.67846
H -5.07716 -0.04286 -0.51057
C 2.33818 3.67271 -0.91204
S 0.91238 2.81200 -1.50854
C -0.35064 3.93795 -0.99793
O 0.76085 1.60759 -0.56969
H 2.44007 4.58640 -1.49910
H 3.20072 3.03297 -1.08691
H 2.20839 3.89502 0.14657
H -0.21525 4.85865 -1.56752
H -0.26049 4.11903 0.07267
H -1.31093 3.49481 -1.25476
```

The calculation puts the energy at -4104.67184 Ha. Its relative energy (zero: lowest compared OMol25 entry of this formula, charge and spin) is 1.9 kJ/mol. The total charge is +2. The calculation puts the lowest unoccupied orbital energy at -5.813 eV. The value obtained for the highest occupied orbital energy is -14.42 eV. As for the HOMO-LUMO gap: 8.61 eV. The molecular weight comes out at 416.63 g mol⁻¹.

***

[2]
Computed, not measured: one molecule with the formula C3H4N2OS2 in a non-equilibrium geometry, with wB97M-V/def2-TZVPD.

The geometry in XYZ format:
```
12
Properties=species:S:1:pos:R:3
O 2.73885 -0.21637 -0.04839
C 1.45706 -0.58054 0.01534
N 1.04152 -1.83228 0.01438
N -0.32970 -1.74354 0.00672
C -0.77293 -0.46665 0.06415
S -2.50878 -0.13653 -0.03092
C 0.36833 0.32243 0.00300
S 0.37462 2.08945 -0.06558
H 3.29147 -1.00158 -0.11664
H -0.89550 -2.57023 0.12009
H -2.43371 1.19893 0.14165
H 0.97597 2.23637 1.14326
```

The calculation puts the energy at -1097.82647 Ha. Its relative energy (zero: lowest compared OMol25 entry of this formula, charge and spin) is 73.7 kJ/mol. Its structure (SMILES) is Oc1n[nH]c(S)c1S. The calculation puts the lowest unoccupied orbital energy at 0.624 eV. The value obtained for the highest occupied orbital energy is -8.66 eV. As for the HOMO-LUMO gap: 9.28 eV. The molecular weight comes out at 148.21 g mol⁻¹.

***

[3]
Computed, not measured: a 7-piece molecular cluster, C24H62O21S6 overall in a non-equilibrium geometry, with wB97M-V/def2-TZVPD.

The geometry in XYZ format:
```
113
Properties=species:S:1:pos:R:3
C 4.95207 1.67523 -2.97097
C 4.12656 1.47221 -1.70785
O 4.69005 2.27988 -0.65779
S 4.00643 2.21741 0.76687
C 2.66977 3.34878 0.55273
O 3.50745 0.89455 0.97380
O 4.92470 2.78789 1.65593
H 4.71650 0.86330 -3.66045
H 6.01488 1.61866 -2.74236
H 4.69930 2.61935 -3.44592
H 3.09717 1.80223 -1.90120
H 4.04584 0.41611 -1.44984
H 2.27162 3.21693 -0.45583
H 3.09847 4.34712 0.59363
H 1.86734 3.18834 1.26505
C -5.86935 -2.06295 5.10603
C -4.42023 -1.66814 4.91603
O -3.81368 -1.56535 6.22997
S -2.25383 -1.34847 6.21767
C -2.01708 -1.28763 7.94084
O -1.61085 -2.49360 5.66242
O -1.98392 -0.07498 5.63122
H -6.29335 -2.21795 4.11304
H -6.43827 -1.31136 5.64907
H -5.94085 -3.00982 5.64074
H -3.93418 -2.45534 4.34005
H -4.34354 -0.70529 4.41346
H -0.95819 -1.35247 8.17532
H -2.56101 -2.12962 8.36287
H -2.37852 -0.33585 8.32044
C 3.74400 -2.84020 -1.22748
C 4.20390 -2.73534 0.19573
O 5.56378 -3.25091 0.28844
S 5.77857 -4.79041 0.58153
C 7.06429 -5.09166 -0.59157
O 6.33332 -4.92434 1.87236
O 4.58056 -5.48385 0.23500
H 3.48201 -3.86356 -1.49828
H 4.51716 -2.52570 -1.93568
H 2.90583 -2.18816 -1.46999
H 4.31079 -1.69311 0.49166
H 3.55777 -3.24541 0.90444
H 7.51193 -6.03583 -0.29352
H 7.75015 -4.25254 -0.58057
H 6.59904 -5.16759 -1.57232
C -2.83920 -2.69015 -1.17253
C -2.08248 -2.65579 -2.48470
O -3.03487 -2.47685 -3.56588
S -2.58587 -2.97790 -4.98785
C -2.42073 -4.75454 -4.86628
O -3.64384 -2.66019 -5.87184
O -1.27153 -2.51586 -5.22495
H -3.31699 -3.65952 -1.00548
H -3.60175 -1.91812 -1.08547
H -2.12552 -2.57912 -0.35284
H -1.38632 -1.81927 -2.48263
H -1.55066 -3.60376 -2.57053
H -2.59572 -5.08307 -5.88908
H -3.14888 -5.21401 -4.20821
H -1.37626 -4.88432 -4.60673
C -3.30295 1.59136 -4.14976
C -2.04072 1.23660 -4.91836
O -0.87540 1.72390 -4.22439
S 0.51647 1.48239 -4.93203
C 0.95994 -0.06014 -4.17609
O 0.35229 1.30471 -6.33970
O 1.38705 2.49538 -4.43630
H -3.38590 1.01138 -3.23140
H -4.12968 1.32626 -4.80811
H -3.32691 2.64195 -3.85989
H -1.97890 0.14513 -4.90482
H -2.07410 1.60725 -5.93869
H 2.01977 0.04032 -3.93979
H 0.75707 -0.86962 -4.87075
H 0.42565 -0.18142 -3.23622
C 0.43500 5.41266 1.56353
C -0.13981 4.19819 2.27793
O -1.54471 4.39496 2.46619
S -2.43519 3.09939 2.66052
C -2.21798 2.70010 4.36410
O -3.76511 3.53470 2.47693
O -1.88841 2.05849 1.85215
H 0.46918 6.26761 2.23973
H -0.13868 5.67987 0.67798
H 1.46058 5.20215 1.25385
H 0.05196 3.32180 1.65786
H 0.40177 4.06338 3.21874
H -2.59003 3.56017 4.91243
H -1.21317 2.39176 4.63286
H -2.85241 1.82216 4.47931
C -1.47807 -1.49826 2.55170
O -0.85680 -1.44893 1.28472
C -0.00462 -0.32189 1.19234
C 0.40515 -0.10963 -0.23380
O -0.62170 0.23900 -1.14090
C -1.53272 1.21082 -0.69538
C -0.95926 2.58902 -0.44826
O -0.41332 3.08375 -1.64489
C -0.06597 4.42814 -1.56577
H -2.16432 -0.65377 2.66186
H -0.75798 -1.49014 3.37801
H -1.95820 -2.47473 2.62351
H 0.91513 -0.51924 1.76506
H -0.46577 0.55484 1.66394
H 0.81622 -1.03662 -0.63750
H 1.24632 0.59098 -0.28532
H -2.16684 0.87988 0.13276
H -2.21912 1.32347 -1.54080
H -0.16112 2.54670 0.31358
H -1.73913 3.23709 -0.02569
H 0.50621 4.71457 -2.44808
H 0.50300 4.72649 -0.67211
H -0.95758 5.07757 -1.55654
```

The calculation puts the energy at -4920.64640 Ha. Its relative energy (zero: lowest compared OMol25 entry of this formula, charge and spin) is 0.0 kJ/mol. Its structure (SMILES) is CCOS(C)(=O)=O.CCOS(C)(=O)=O.CCOS(C)(=O)=O.CCOS(C)(=O)=O.CCOS(C)(=O)=O.CCOS(C)(=O)=O.COCCOCCOC. The calculation puts the lowest unoccupied orbital energy at 0.108 eV. The value obtained for the highest occupied orbital energy is -9.67 eV. As for the HOMO-LUMO gap: 9.78 eV. The molecular weight comes out at 879.14 g mol⁻¹.

***

[4]
Computed, not measured: a 2-piece molecular cluster, C8H9Cl overall, with wB97M-V/def2-TZVPD.

The geometry in XYZ format:
```
18
Properties=species:S:1:pos:R:3
Cl -1.66317 -1.57581 1.91933
C -0.33501 -1.25443 0.84911
C 0.80410 -0.62300 1.34396
C 1.86708 -0.36849 0.47670
C 1.79043 -0.74046 -0.86485
C 0.64152 -1.37206 -1.34306
C -0.42925 -1.63353 -0.48967
H 0.85260 -0.33486 2.40237
H 2.76750 0.12884 0.86077
H 2.63031 -0.53742 -1.54234
H 0.57364 -1.66801 -2.39824
H -1.33858 -2.12976 -0.85363
C -0.87644 2.04721 -0.51835
C -1.84396 1.98910 0.39822
H -0.16154 1.22557 -0.64095
H -0.76897 2.91826 -1.17482
H -1.95143 1.11805 1.05469
H -2.55886 2.81074 0.52082
```

The calculation puts the energy at -770.39742 Ha. Its relative energy (zero: lowest compared OMol25 entry of this formula, charge and spin) is 0.0 kJ/mol. Its structure (SMILES) is Clc1ccccc1.C=C. The calculation puts the lowest unoccupied orbital energy at 1.022 eV. The value obtained for the highest occupied orbital energy is -9.33 eV. As for the HOMO-LUMO gap: 10.36 eV. The molecular weight comes out at 140.61 g mol⁻¹.

***

[5]
Computed, not measured: a 10-piece molecular cluster, C4H26O11 overall in a non-equilibrium geometry, with wB97M-V/def2-TZVPD.

The geometry in XYZ format:
```
41
Properties=species:S:1:pos:R:3
O -0.11468 2.04792 0.51614
C -0.21658 1.05314 1.16499
C 1.06328 0.34595 1.53038
C 2.40309 0.78551 0.83493
C 3.57924 -0.06188 1.47814
O 3.22054 -1.37725 1.72620
H -1.14583 0.66450 1.57862
H 1.33241 0.24149 2.65129
H 0.87735 -0.79153 1.36223
H 2.36550 0.63310 -0.21264
H 2.62151 1.86180 1.03795
H 3.84786 0.31862 2.57167
H 4.51673 -0.05896 0.82918
H 3.15966 -1.85523 0.84829
O -0.29849 3.99435 2.31828
H -0.98411 3.63713 1.90911
H 0.48728 3.51795 1.85473
O -1.87064 -3.61252 -0.49216
H -2.54021 -3.28284 -1.07366
H -1.05836 -3.58708 -0.90419
O -1.97585 -1.81731 2.03038
H -1.89212 -2.21972 1.07275
H -1.98058 -2.50445 2.68264
O -0.13944 -0.23803 -3.90120
H -0.93300 0.20539 -3.74313
H 0.14757 0.15123 -4.75691
O -2.38087 0.78378 -2.86254
H -3.09899 1.31928 -3.20893
H -1.81910 1.43533 -2.38663
O 0.75177 1.74974 4.32480
H 0.11267 2.49211 4.40283
H 1.66312 2.03141 4.00635
O -1.61349 3.55774 -1.59563
H -2.50142 3.96007 -1.41028
H -1.26411 3.06564 -0.87442
O -2.52569 -2.18037 -3.02151
H -2.01467 -1.42428 -3.09946
H -1.90245 -2.76848 -3.63481
O 0.30944 -4.01836 -2.03065
H 1.04405 -3.45246 -2.18746
H 0.76762 -4.60243 -1.33567
```

The calculation puts the energy at -995.55360 Ha. Its relative energy (zero: lowest compared OMol25 entry of this formula, charge and spin) is 179.5 kJ/mol. Its structure (SMILES) is O=CCCCO.O.O.O.O.O.O.O.O.O. The calculation puts the lowest unoccupied orbital energy at -0.078 eV. The value obtained for the highest occupied orbital energy is -10.38 eV. As for the HOMO-LUMO gap: 10.30 eV. The molecular weight comes out at 250.24 g mol⁻¹.

***

[6]
Computed, not measured: one molecule with the formula C3H3NO in a non-equilibrium geometry, with wB97M-V/def2-TZVPD.

The geometry in XYZ format:
```
8
Properties=species:S:1:pos:R:3
C 0.88110 0.38921 -0.10060
C -0.35717 -0.31363 -0.48577
O -0.48162 -0.92739 -1.51578
C -1.31522 -0.29494 0.62217
N -2.04106 -0.02720 1.47910
H 1.21427 -0.68788 0.08083
H 1.24044 1.05716 -0.90486
H 0.95348 0.88094 0.87024
```

The calculation puts the energy at -246.05138 Ha. Its relative energy (zero: lowest compared OMol25 entry of this formula, charge and spin) is 105.4 kJ/mol. Its structure (SMILES) is CC(=O)C#N. The calculation puts the lowest unoccupied orbital energy at -0.301 eV. The value obtained for the highest occupied orbital energy is -11.19 eV. As for the HOMO-LUMO gap: 10.89 eV. The molecular weight comes out at 69.06 g mol⁻¹.